Density functional theory data (ωB97M-V with the def2-TZVPD basis set) for a structure of composition C13H11N3O3S2 in a non-equilibrium geometry.

Structure (XYZ):
```
32
Properties=species:S:1:pos:R:3
C 1.1203 1.3862 3.5873
H 2.0632 1.1598 4.0950
O 0.7304 0.3405 2.7326
C 1.5529 0.0119 1.6878
C 2.7539 0.6357 1.3930
C 3.5021 0.2313 0.2961
C 3.0619 -0.8032 -0.5050
C 1.8627 -1.4371 -0.2198
C 1.0997 -1.0366 0.8649
N -0.1236 -1.6481 1.1411
S -1.1266 -2.0327 -0.1413
O -0.6279 -3.1873 -0.8237
O -2.4559 -2.0773 0.3826
C -0.9362 -0.6283 -1.2447
C -0.6975 -0.7941 -2.5779
C -0.5115 0.3130 -3.4321
C -0.5447 1.5969 -2.9596
C -0.7823 1.7971 -1.5892
N -0.8405 2.9505 -0.9207
S -1.1328 2.6361 0.6240
N -1.1998 1.0364 0.5439
C -0.9927 0.6668 -0.7187
H -0.3915 2.4494 -3.6015
H -0.3300 0.1322 -4.4804
H -0.6441 -1.7998 -2.9642
H -0.6313 -1.1942 1.8878
H 1.5040 -2.2520 -0.8269
H 3.6467 -1.1224 -1.3534
H 4.4329 0.7326 0.0792
H 3.1174 1.4444 2.0072
H 0.3254 1.4718 4.3264
H 1.2160 2.3350 3.0480
```

* Kohn-Sham gap: 7.315 eV
* relative energy (zero: lowest compared OMol25 entry of this formula, charge and spin): 138.0 kJ/mol

Results of the Löwdin charge analysis, in e, for atoms 1 through 5: -0.09 0.10 -0.11 -0.23 -0.02